{
  "formula": "C6H10O3",
  "method": "the ωB97M-V functional and the def2-TZVPD basis",
  "mol_weight_g_mol": 130.1,
  "spin_multiplicity": 1,
  "smiles": "C[C@]1(O[C@@]2(C)CO2)CO1",
  "largest_force_ev_per_a": 2.24,
  "homo_ev": -9.56,
  "species": ["C", "C", "C", "C", "C", "C", "O", "O", "O", "H", "H", "H", "H", "H", "H", "H", "H", "H", "H"],
  "xyz": [[0.446632, 1.134881, -0.028494], [-0.531326, -1.139297, 0.058561], [0.152344, -1.782467, -1.067217], [1.882055, 0.823247, 0.117076], [-0.066638, 2.537932, 0.127630], [-1.777357, -1.704866, 0.690814], [-0.578426, 0.261783, 0.193900], [0.656265, -1.823349, 0.272335], [1.544854, 1.093363, -1.195078], [-0.220561, -2.728371, -1.442226], [0.734253, -1.183477, -1.757769], [2.403512, 1.595082, 0.714479], [2.187227, -0.197880, 0.334668], [-0.878450, 2.688290, -0.585598], [0.717995, 3.246311, -0.118743], [-0.444271, 2.696122, 1.134103], [-1.748365, -1.524382, 1.763118], [-1.824646, -2.776399, 0.514011], [-2.655099, -1.216520, 0.274431]],
  "forces_ev_per_angstrom": [[2.17, 0.12, -0.42], [-0.46, 0.11, -0.45], [-0.25, 0.11, -0.32], [-0.42, 0.43, 2.16], [0.10, -0.27, -0.42], [0.32, 0.13, -0.09], [0.03, -0.42, -0.73], [0.41, -0.09, 0.63], [-2.17, -0.07, -0.20], [-0.01, -0.05, 0.00], [0.00, 0.07, 0.05], [0.34, -0.29, -0.63], [0.02, 0.18, 0.03], [-0.07, 0.01, 0.09], [0.08, 0.02, 0.16], [0.00, 0.04, 0.09], [-0.02, 0.02, 0.08], [-0.01, -0.01, -0.02], [-0.05, -0.03, -0.01]]
}